129
Properties=species:S:1:pos:R:3:forces:R:3 method="wB97M-V/def2-TZVPD" orbital_gap_ev=7.847 e_homo_ev=-10.6306 e_lumo_ev=-2.784 multiplicity=1 charge=+1
N -10.958395 -7.784762 5.772916 0.3178 -0.7563 -0.5942
H -10.009181 -8.061054 6.014438 -0.0409 0.0102 -0.0044
H -10.891989 -7.290955 4.880203 0.0281 0.2300 0.1977
H -11.369962 -7.184546 6.536933 -0.8584 0.5659 0.8097
H -11.540232 -8.634799 5.650431 0.0539 0.3721 0.2155
N -9.971431 -5.509534 9.283409 0.6951 -0.0860 -0.1219
H -9.040671 -5.784223 8.977162 0.0941 0.5869 -0.0776
H -10.649699 -5.651465 8.499017 -0.9737 -0.4816 -0.0524
H -10.041627 -4.524592 9.576576 0.2930 -0.2169 0.0687
H -10.232269 -6.206451 10.015851 -1.2381 -0.1235 0.0432
N -9.978217 -9.673475 10.961863 0.1278 0.1264 0.4856
H -9.492184 -9.607811 11.863330 -0.0306 0.3408 -0.0290
H -9.350759 -9.430450 10.199956 0.1667 -0.8201 -0.0063
H -10.683632 -8.878332 10.875989 -0.8796 1.0700 0.1950
H -10.435716 -10.593099 10.915526 0.2092 0.0499 -0.7357
O -12.193800 -6.235935 7.725423 1.2245 -0.5247 -0.2063
C -13.077093 -6.685142 8.707042 -0.6751 1.6554 -0.0323
C -12.629048 -7.680828 9.768988 0.3077 -1.4994 0.5319
O -11.502531 -7.428252 10.571145 0.8688 0.0398 -0.4211
H -14.048591 -6.955787 8.241766 0.2018 -1.1109 -0.0886
H -13.519068 -5.817067 9.249983 0.7094 0.2348 0.4019
H -12.504560 -8.683759 9.299999 0.0871 0.0523 -0.4587
H -13.461926 -7.888301 10.460876 -0.4042 0.4991 -0.2951
C -16.564988 -7.206845 10.379538 -0.5888 0.4388 -0.5078
C -17.112421 -6.174598 11.360721 -0.3405 -0.5288 -0.4133
O -16.122405 -5.755878 12.294848 1.2028 0.7278 0.2779
C -15.720545 -6.638001 13.193256 -1.4807 -0.1894 -0.4266
O -16.257666 -7.689494 13.376351 0.4733 -0.4762 0.2821
C -14.619316 -6.094003 14.091111 0.4757 0.2968 0.2223
F -13.761043 -5.307524 13.414801 -0.1402 -0.1205 0.2061
F -15.189835 -5.368158 15.064348 0.2746 -0.1158 -0.1616
F -13.915910 -7.085318 14.643962 -0.1883 0.1929 -0.0991
H -17.338992 -7.371202 9.625466 -0.1709 0.0229 0.1173
H -16.332624 -8.186201 10.789305 0.0672 0.1995 0.2646
H -15.735087 -6.783650 9.811857 0.2822 -0.0934 0.2598
H -17.990393 -6.529380 11.904494 0.1132 -0.1073 -0.0533
H -17.378723 -5.262195 10.829076 0.0101 -0.0225 0.0657
C -14.355585 -7.213393 3.951032 1.1708 -0.7813 -0.5445
C -15.049740 -8.214465 4.865739 -0.7883 1.5955 -0.4325
O -14.863027 -9.573647 4.477603 -0.2104 -0.6725 -0.3322
C -13.808869 -10.222464 4.874920 0.3250 0.4759 0.3603
O -12.917016 -9.763525 5.546455 0.1833 -0.1580 -0.0755
C -13.816502 -11.711800 4.484736 -0.0279 -0.4289 -0.0534
F -12.610805 -12.099978 4.060115 -0.2160 0.2514 0.1145
F -14.111039 -12.408452 5.596770 -0.0611 0.0962 -0.3673
F -14.707992 -11.981044 3.535971 0.1170 0.0050 0.2606
H -14.312169 -7.591948 2.925298 -0.3946 -0.0654 0.0290
H -13.298845 -7.097116 4.200766 -0.0783 0.2426 0.2899
H -14.831904 -6.240052 3.901207 -0.1662 0.0476 0.3516
H -16.112059 -8.043980 4.698933 -0.1033 -0.3095 0.3285
H -14.812155 -8.034675 5.913032 0.1481 -0.3400 0.0613
C -14.373936 -9.951439 12.003767 -1.9070 -0.3066 0.0364
C -13.235687 -10.897315 11.828271 0.3723 0.7407 0.7103
O -13.595894 -11.984727 10.950831 -0.0265 -0.1468 -0.3502
C -12.658186 -12.425297 10.143807 -0.0778 0.3287 -0.0304
O -11.539827 -11.999581 10.032529 0.5189 0.1428 0.1918
C -13.111483 -13.560970 9.210608 -0.6132 -0.1072 0.4773
F -14.425211 -13.758040 9.291352 -0.2035 0.0639 -0.1535
F -12.794694 -13.237114 7.967066 0.0823 0.0350 -0.3704
F -12.512606 -14.698791 9.534220 0.3330 -0.1334 0.0615
H -14.242418 -9.157061 12.735418 0.6957 -0.0354 -0.0883
H -15.266058 -10.461111 12.384644 0.0849 -0.1685 -0.1082
H -14.683176 -9.510873 11.055582 0.2366 0.0774 0.1120
H -12.969493 -11.352246 12.781721 0.2749 0.0253 -0.0607
H -12.420607 -10.307243 11.412456 0.1524 -0.4588 -0.0290
C -15.183123 -10.287418 8.315770 -0.3190 -0.0351 0.6089
C -16.687592 -10.041199 8.201191 0.5859 0.4016 -0.5168
O -17.336360 -11.231823 8.618310 -0.3156 -1.1035 -0.2180
C -17.554964 -11.420336 9.915321 -0.4646 -0.1151 -0.8966
O -17.537192 -10.575215 10.741184 0.4045 0.8498 1.1331
C -18.029253 -12.856945 10.246521 -0.4834 0.9406 0.0185
F -17.647899 -13.175295 11.475959 0.4134 -0.3530 -0.1169
F -19.374813 -12.829547 10.261135 0.0988 -0.2458 -0.3265
F -17.602358 -13.732128 9.352496 -0.0061 -0.3770 0.1998
H -14.866521 -11.172355 7.762531 -0.1692 0.1992 -0.4395
H -14.975285 -10.563545 9.353562 0.0820 0.3590 -0.0505
H -14.598568 -9.407504 8.044349 0.0596 -0.0643 -0.0002
H -16.981410 -9.850501 7.167977 -0.0711 -0.4129 -0.0533
H -17.056438 -9.175906 8.746584 0.2416 -0.1943 0.3768
C -13.324386 -2.814885 11.008324 -1.0587 -0.1501 -0.1135
C -12.450726 -1.641896 11.351702 0.9022 -1.4014 1.2829
O -11.864278 -1.039959 10.195935 -0.1115 1.4459 -0.5824
C -10.900089 -1.638355 9.567326 -0.1018 -0.8760 0.6442
O -10.510951 -2.757628 9.797229 0.2988 -0.2155 -0.0159
C -10.194015 -0.810424 8.490850 -0.6532 0.8849 -0.6666
F -8.995560 -0.436213 8.923260 0.1536 -0.2039 0.0475
F -10.063277 -1.531092 7.370143 0.2017 -0.2072 0.2383
F -10.883768 0.285809 8.167853 0.0384 -0.0699 0.1652
H -13.735045 -3.296569 11.897215 0.2302 0.1898 0.2086
H -12.826328 -3.604054 10.446119 0.2044 0.1850 -0.0483
H -14.199864 -2.481496 10.450006 0.0944 0.0064 -0.1568
H -11.629706 -1.989337 11.990930 0.1273 -0.0396 -0.2254
H -12.924833 -0.886709 11.972329 -0.3139 0.3404 -0.6941
C -10.065168 -4.791111 12.846916 0.4430 -0.4895 -0.2853
C -9.874238 -6.294128 12.983095 -0.9924 0.2487 -0.9596
O -9.156959 -6.615372 14.161220 0.8050 0.3327 1.2760
C -8.857765 -7.867678 14.410939 -0.9925 0.0223 -0.7015
O -9.095160 -8.789577 13.671635 0.4102 -0.2374 -0.1556
C -8.360476 -8.120913 15.844530 0.0058 -0.1450 0.6005
F -8.459289 -7.034855 16.600931 0.0653 0.0720 -0.0304
F -9.138344 -9.074114 16.364567 -0.1882 0.0350 0.0160
F -7.110553 -8.572172 15.899203 0.1714 0.1808 -0.3919
H -10.702084 -4.613063 11.978782 -0.0539 -0.1038 0.0004
H -9.089598 -4.355729 12.625970 -0.1256 0.4348 0.3441
H -10.566962 -4.346267 13.702465 0.2601 0.0235 0.1515
H -9.321559 -6.668361 12.117533 -0.0964 -0.1612 0.0717
H -10.858326 -6.765473 13.008619 0.1898 -0.3132 -0.0461
C -11.993912 -4.251653 3.809348 0.6962 -1.2072 -0.2323
C -11.276284 -3.970301 5.124016 -2.7806 0.9064 0.2712
O -9.884558 -3.764552 5.033916 0.8636 0.4176 0.6185
C -9.081043 -4.747765 4.727259 -0.9478 0.1170 -1.2213
O -9.408157 -5.840285 4.348542 0.0035 -0.6805 0.4741
C -7.618914 -4.330128 4.680695 0.8946 0.9431 0.5217
F -7.437925 -3.061900 5.061560 -0.1430 -0.1574 0.0418
F -6.921423 -5.104688 5.528109 -0.0352 -0.1765 -0.1497
F -7.120502 -4.449176 3.457500 -0.1524 -0.3514 -0.0080
H -11.660588 -3.575163 3.023392 -0.1698 0.2192 0.1190
H -13.075490 -4.220055 3.926530 0.0289 0.3984 0.1619
H -11.780088 -5.259285 3.443019 0.0840 0.0181 -0.0317
H -11.613941 -4.571405 5.979611 0.7569 -0.8970 -0.3575
H -11.732494 -3.028241 5.451398 0.8416 0.4099 -0.1161
Cl -15.366950 -2.041732 8.076910 0.1272 0.2843 -0.2154
C -15.336926 -3.789311 7.866883 -0.5866 -1.0102 0.0551
C -14.748194 -4.288607 6.557192 0.1287 1.5984 0.1140
Cl -15.577803 -3.498300 5.164685 -0.1283 -0.3901 -0.0031
H -16.361775 -4.153319 7.932856 -0.1020 0.1872 0.0725
H -14.797705 -4.203708 8.717663 0.1923 -0.0668 -0.1398
H -14.838743 -5.362862 6.457394 0.1968 -0.0721 0.0599
H -13.733532 -3.907364 6.479845 0.1657 -0.5834 0.0241